# 1
DFT (wB97M-V/def2-TZVPD) results for a molecular structure, C6H14ErO4 at a distorted geometry.

The value obtained for the LUMO energy (spin up / spin down) is 0.0 / -0.8 eV. The highest occupied orbital energy (spin up / spin down) comes out at -5.7 / -7.6 eV. Its spin multiplicity is 5. Its orbital gap (spin up / spin down) is 5.64 / 6.84 eV. As for the energy above the lowest of the compared OMol25 structures with the same formula, charge and spin: 0.0 kJ/mol.

Atoms and positions in Å:
C 2.70 -0.59 -0.85
O 1.59 -1.36 -0.50
C 1.50 -1.63 0.92
C 0.15 -2.29 1.19
O -0.82 -1.30 1.50
C -2.01 -0.21 -0.31
C -1.69 1.28 -0.22
O -0.38 1.47 0.29
C 0.14 2.77 0.08
Er 0.54 0.24 2.25
H 2.62 -0.34 -1.92
H 2.72 0.37 -0.29
H 3.64 -1.12 -0.67
H 2.33 -2.32 1.18
H 0.25 -3.03 2.01
H -0.19 -2.87 0.30
H -2.74 -0.39 0.50
H -1.16 -0.67 -0.83
H -2.42 1.78 0.44
H -1.74 1.74 -1.22
H 1.15 2.79 0.53
H 0.20 2.97 -1.00
H -0.48 3.52 0.58
O -3.17 -0.46 -1.54
H -2.72 -0.35 -2.41

---

# 2
DFT (wB97M-V/def2-TZVPD) results for 2 unconnected molecules or ions with the total composition C6H14IPS at a distorted geometry.

The value obtained for the LUMO energy (spin up / spin down) is -1.7 / -1.9 eV. The highest occupied orbital energy (spin up / spin down) comes out at -8.5 / -8.8 eV. Its spin multiplicity is 1. Its orbital gap (spin up / spin down) is 6.81 / 6.86 eV. As for the energy above the lowest of the compared OMol25 structures with the same formula, charge and spin: 304.2 kJ/mol.

Atoms and positions in Å:
C -0.43 0.00 -2.79
C 1.75 -0.04 -1.42
C -0.77 -0.72 2.70
C 0.08 1.49 1.57
C 0.21 0.25 -1.32
C 0.06 0.02 1.56
P -0.67 -0.75 -0.09
S -0.04 -3.71 -0.16
I -2.99 0.13 -0.13
H 0.43 0.42 -3.37
H -0.76 -0.99 -3.09
H -1.25 0.63 -3.14
H 2.06 0.07 -0.38
H 2.12 0.80 -1.99
H 2.07 -1.05 -1.76
H -1.00 -1.71 2.20
H -0.24 -0.87 3.54
H -1.64 -0.20 2.88
H -0.92 1.89 1.42
H 0.70 1.87 0.70
H 0.23 1.67 2.64
H -0.01 1.28 -1.02
H 1.01 -0.49 1.47

---

# 3
DFT (wB97M-V/def2-TZVPD) results for a single C6H14N2 molecule at a distorted geometry.

The value obtained for the LUMO energy is 1.1 eV. The highest occupied orbital energy comes out at -8.4 eV. Its spin multiplicity is 1. Its orbital gap is 9.47 eV. As for the energy above the lowest of the compared OMol25 structures with the same formula, charge and spin: 82.6 kJ/mol.

Atoms and positions in Å:
C -0.16 -2.36 0.18
C 0.18 -1.00 -0.40
C -1.33 -0.21 -0.85
N -1.36 0.97 -0.06
C -0.04 1.47 0.15
C 0.54 2.13 -1.09
C 0.83 -0.01 0.51
N 0.60 -0.27 1.91
H 0.74 -2.91 0.47
H -0.80 -2.26 1.06
H -0.69 -2.96 -0.56
H 0.75 -1.11 -1.32
H -1.25 0.04 -1.91
H -2.18 -0.85 -0.66
H -1.80 0.79 0.84
H -0.01 2.13 1.01
H -0.13 2.90 -1.47
H 1.50 2.59 -0.85
H 0.71 1.40 -1.88
H 1.87 0.21 0.24
H 1.02 0.47 2.48
H 1.02 -1.15 2.20

---

# 4
DFT (wB97M-V/def2-TZVPD) results for a single C6H14N2 molecule at a distorted geometry.

The value obtained for the LUMO energy is 1.0 eV. The highest occupied orbital energy comes out at -9.2 eV. Its spin multiplicity is 1. Its orbital gap is 10.14 eV. As for the energy above the lowest of the compared OMol25 structures with the same formula, charge and spin: 67.7 kJ/mol.

Atoms and positions in Å:
C 2.09 -0.15 0.38
C 1.09 0.71 0.29
C 1.28 2.14 0.68
C -0.37 0.37 -0.16
C -1.29 0.31 1.06
C -0.41 -0.90 -1.00
N -1.65 -0.72 -1.86
N -0.51 -2.10 -0.20
H 2.02 -1.19 0.11
H 3.06 0.15 0.74
H 0.93 2.80 -0.12
H 0.70 2.38 1.58
H 2.32 2.36 0.88
H -0.69 1.19 -0.81
H -2.28 -0.02 0.77
H -1.37 1.29 1.52
H -0.90 -0.38 1.80
H 0.43 -0.91 -1.70
H -2.48 -0.82 -1.28
H -1.69 -1.48 -2.54
H 0.09 -2.10 0.61
H -0.36 -2.93 -0.75

---

# 5
DFT (wB97M-V/def2-TZVPD) results for a molecular structure, C6H14N2 at a distorted geometry.

The value obtained for the LUMO energy is 1.0 eV. The highest occupied orbital energy comes out at -9.4 eV. Its spin multiplicity is 1. Its orbital gap is 10.38 eV. As for the energy above the lowest of the compared OMol25 structures with the same formula, charge and spin: 328.1 kJ/mol.

Atoms and positions in Å:
C -1.43 -0.42 -0.98
C -1.47 0.95 -0.32
C -2.74 -1.19 -0.79
H -1.23 -0.31 -2.05
H -0.61 -1.01 -0.57
H -2.26 1.57 -0.74
H -1.64 0.86 0.75
H -2.69 -2.17 -1.26
H -2.94 -1.34 0.27
H -3.58 -0.65 -1.22
H -0.53 1.49 -0.47
C 1.62 1.08 2.22
C 1.63 -0.02 1.24
C 2.38 0.08 -1.25
N 2.04 0.81 -0.35
N 1.65 -1.23 1.23
H 2.04 -1.61 0.14
H 1.42 0.68 3.22
H 0.85 1.80 1.94
H 2.58 1.60 2.20
H 2.41 -1.20 -0.90
H 2.52 0.21 -2.31

---

# 6
DFT (wB97M-V/def2-TZVPD) results for 2 unconnected molecules or ions with the total composition C6H14N2.

The value obtained for the LUMO energy is 1.1 eV. The highest occupied orbital energy comes out at -9.2 eV. Its spin multiplicity is 1. Its orbital gap is 10.35 eV. As for the energy above the lowest of the compared OMol25 structures with the same formula, charge and spin: 183.1 kJ/mol.

Atoms and positions in Å:
C 0.64 1.82 -1.36
C 0.47 0.33 -1.22
N 1.14 -0.60 -2.11
C 1.58 -0.51 -0.72
N 1.36 -1.63 0.14
H 0.01 2.19 -2.16
H 1.67 2.08 -1.57
H 0.34 2.31 -0.43
H -0.55 0.02 -0.99
H 1.76 -0.15 -2.78
H 2.53 -0.02 -0.51
H 2.10 -2.31 0.00
H 0.48 -2.07 -0.09
C -1.60 1.20 1.68
C -0.98 0.04 1.59
C -1.69 -1.27 1.40
H -2.68 1.28 1.64
H -1.07 2.13 1.81
H 0.09 -0.01 1.63
H -2.72 -1.21 1.75
H -1.71 -1.55 0.34
H -1.17 -2.05 1.95

---

# 7
DFT (wB97M-V/def2-TZVPD) results for a molecular structure, C6H14N2O at a distorted geometry.

The value obtained for the LUMO energy is 0.9 eV. The highest occupied orbital energy comes out at -8.3 eV. Its spin multiplicity is 1. Its orbital gap is 9.23 eV. As for the energy above the lowest of the compared OMol25 structures with the same formula, charge and spin: 414.3 kJ/mol.

Atoms and positions in Å:
C 0.65 -0.32 -0.96
C 0.12 1.06 -0.56
C -1.28 0.84 -0.11
C 0.01 -1.30 0.48
C -1.90 1.59 1.01
C 0.73 -1.03 1.79
N 2.04 -0.46 -1.00
N 0.05 -0.82 -2.12
O -0.51 1.85 -1.48
H 0.78 1.52 0.20
H -1.93 0.20 -0.68
H 2.54 0.08 -0.30
H 2.47 -0.35 -1.91
H 0.59 -1.55 -2.58
H -0.20 -0.06 -2.74
H -1.06 -1.43 0.64
H 0.33 -2.26 0.05
H -1.15 1.98 1.70
H -2.47 2.43 0.62
H -2.60 0.95 1.56
H 0.60 -1.86 2.49
H 1.81 -0.93 1.63
H 0.37 -0.12 2.27

---

# 8
DFT (wB97M-V/def2-TZVPD) results for a single C6H14N2O molecule at a distorted geometry.

The value obtained for the LUMO energy is 0.7 eV. The highest occupied orbital energy comes out at -8.7 eV. Its spin multiplicity is 1. Its orbital gap is 9.43 eV. As for the energy above the lowest of the compared OMol25 structures with the same formula, charge and spin: 539.0 kJ/mol.

Atoms and positions in Å:
C 2.42 1.80 -0.28
C 1.01 1.45 -0.68
C 0.34 0.70 0.44
C 1.01 -0.58 0.97
C -0.27 -0.59 0.09
O -0.11 -1.06 -1.19
N -1.89 -1.08 0.68
C -1.95 -2.51 0.39
N -2.74 -0.42 -0.20
H 2.41 1.97 0.78
H 2.75 2.70 -0.84
H 3.01 0.99 -0.57
H 1.01 0.78 -1.56
H 0.52 2.40 -0.69
H -0.04 1.26 1.28
H 2.02 -0.83 0.59
H 0.97 -0.90 1.98
H -0.90 -0.87 -1.87
H -1.19 -2.66 -0.48
H -1.55 -3.14 1.21
H -2.91 -2.95 0.14
H -3.36 0.33 0.16
H -2.30 0.10 -1.04

---

# 9
DFT (wB97M-V/def2-TZVPD) results for a single C6H14N2O molecule at a distorted geometry.

The value obtained for the LUMO energy is 0.9 eV. The highest occupied orbital energy comes out at -7.9 eV. Its spin multiplicity is 1. Its orbital gap is 8.78 eV. As for the energy above the lowest of the compared OMol25 structures with the same formula, charge and spin: 231.4 kJ/mol.

Atoms and positions in Å:
C -1.30 1.08 2.04
C -1.14 0.73 0.76
C 0.11 1.12 0.01
N 0.92 -0.03 -0.39
C 2.03 0.37 -1.24
C 1.32 -0.89 0.72
O 1.09 -2.20 0.31
N -2.14 0.10 0.04
C -1.86 -0.74 -1.10
H -0.54 1.60 2.58
H -2.16 0.76 2.61
H 0.69 1.82 0.63
H -0.17 1.65 -0.91
H 1.64 0.86 -2.13
H 2.72 1.05 -0.73
H 2.58 -0.52 -1.55
H 2.39 -0.73 0.99
H 0.67 -0.71 1.58
H 1.39 -2.17 -0.64
H -2.86 -0.26 0.64
H -2.81 -1.04 -1.54
H -1.29 -0.19 -1.84
H -1.30 -1.65 -0.83

---

# 10
DFT (wB97M-V/def2-TZVPD) results for a molecular structure, C6H14N2O at a distorted geometry.

The value obtained for the LUMO energy is 0.8 eV. The highest occupied orbital energy comes out at -8.1 eV. Its spin multiplicity is 1. Its orbital gap is 8.88 eV. As for the energy above the lowest of the compared OMol25 structures with the same formula, charge and spin: 201.9 kJ/mol.

Atoms and positions in Å:
C -1.16 0.37 -0.76
C 1.73 -0.30 -0.45
C -0.64 1.31 -1.82
C 0.13 -2.10 0.07
C 0.29 1.45 1.34
N 0.38 -0.64 -0.07
C -0.47 0.31 0.68
O -2.10 -0.37 -0.96
N -1.39 -0.23 1.63
H -2.12 -0.76 1.16
H -0.92 -0.80 2.33
H 1.83 0.75 -0.69
H 1.99 -0.87 -1.35
H 2.45 -0.52 0.35
H -0.02 0.76 -2.53
H -1.49 1.71 -2.36
H -0.05 2.13 -1.39
H 0.68 -2.63 -0.70
H 0.43 -2.48 1.05
H -0.94 -2.29 -0.10
H -0.43 2.04 1.91
H 0.78 2.10 0.63
H 1.02 1.05 2.02

---

# 11
DFT (wB97M-V/def2-TZVPD) results for a single C6H14N2O molecule at a distorted geometry.

The value obtained for the LUMO energy is 1.0 eV. The highest occupied orbital energy comes out at -8.3 eV. Its spin multiplicity is 1. Its orbital gap is 9.22 eV. As for the energy above the lowest of the compared OMol25 structures with the same formula, charge and spin: 195.7 kJ/mol.

Atoms and positions in Å:
C -1.71 2.49 -0.89
C -0.57 1.80 -0.77
N 0.14 1.39 -1.88
C -0.18 1.05 0.65
C -0.37 -0.45 0.66
N -1.03 -1.12 -0.45
C 1.22 -0.98 0.77
C 1.23 -2.37 1.39
O 1.75 -1.01 -0.54
H -2.06 2.87 -1.85
H -2.28 2.81 -0.02
H 1.08 1.04 -1.68
H 0.08 2.02 -2.68
H 0.82 1.45 0.86
H -0.83 1.48 1.42
H -0.86 -0.74 1.59
H -1.00 -0.52 -1.28
H -2.01 -1.28 -0.24
H 1.86 -0.33 1.37
H 0.85 -2.34 2.42
H 2.24 -2.78 1.42
H 0.60 -3.07 0.82
H 1.04 -1.41 -1.09

---

# 12
DFT (wB97M-V/def2-TZVPD) results for 2 unconnected molecules or ions with the total composition C6H14N2O at a distorted geometry.

The value obtained for the LUMO energy is 0.7 eV. The highest occupied orbital energy comes out at -9.2 eV. Its spin multiplicity is 1. Its orbital gap is 9.89 eV. As for the energy above the lowest of the compared OMol25 structures with the same formula, charge and spin: 317.2 kJ/mol.

Atoms and positions in Å:
C 2.92 0.04 0.72
C 1.63 -0.76 0.58
N 1.87 -2.14 0.28
O 0.78 -0.60 1.67
H 3.56 -0.13 -0.15
H 2.69 1.10 0.80
H 3.45 -0.28 1.62
H 1.05 -0.28 -0.33
H 2.63 -2.51 0.84
H 1.05 -2.71 0.46
H 0.22 0.22 1.53
C -1.96 -0.72 -0.42
C -1.60 0.75 -0.52
C -2.73 1.64 -0.99
C -0.21 1.16 -0.70
N -0.66 1.34 0.49
H -2.83 -0.85 0.23
H -2.19 -1.12 -1.40
H -1.13 -1.30 0.00
H -3.06 1.34 -1.98
H -2.41 2.68 -1.03
H -3.57 1.57 -0.31
H 0.51 1.58 -1.37

---

| no. | calculated total energy (eV) |
| --- | --- |
| 1 | -42254.241 |
| 2 | -34670.518 |
| 3 | -9428.629 |
| 4 | -9428.783 |
| 5 | -9426.083 |
| 6 | -9427.587 |
| 7 | -11473.476 |
| 8 | -11472.184 |
| 9 | -11475.372 |
| 10 | -11475.677 |
| 11 | -11475.741 |
| 12 | -11474.483 |